Entry from the OMol25 dataset: C5H4O2Pm as an isolated structure in a non-equilibrium geometry (wB97M-V/def2-TZVPD).

Values from the calculation:
- expectation value of S² = 6.4274
- LUMO energy (alpha / beta) (eV) = -14.27 / -14.76

```
! RIJCOSX wB97M-V def2-TZVPD def2/J DEFGRID3
* xyz 3 5
Pm 0.344 -4.194 1.465
O 0.709 -1.746 1.203
O 1.736 0.609 -2.921
C -1.424 1.200 -0.082
C 0.995 0.832 -0.550
C -0.408 -1.295 0.882
C 1.371 0.680 -1.841
C -0.296 0.495 -0.093
H -1.065 -0.876 1.675
H -1.444 2.261 -0.336
H 1.782 1.174 0.128
H -2.301 0.861 0.472
*
```